[1]
{"formula": "C6H4O", "method": "wB97M-V/def2-TZVPD", "de_lowest_kcal_mol": 79.49, "e_homo_ev": -10.11, "smiles": "C#CC(=O)C#CC", "homo_lumo_gap_ev": 10.58, "lumo_ev": 0.472, "charge": 0, "symbols": ["C", "C", "C", "C", "O", "C", "C", "H", "H", "H", "H"], "positions_angstrom": [[1.851045, -0.944241, 0.559441], [0.415533, -0.956757, 0.731190], [-0.749060, -0.633263, 0.918242], [-0.944033, 0.770215, 0.482815], [-0.456805, 1.719923, 1.050582], [-1.654148, 0.876790, -0.777499], [-2.269481, 0.933968, -1.808937], [2.296707, -1.894813, 0.844141], [2.245207, -0.144508, 1.197041], [2.095790, -0.717959, -0.483569], [-2.830755, 0.990644, -2.713447]], "forces_ev_per_a": [[0.1, -0.1, 0.0], [-0.2, -0.1, 0.1], [0.8, 0.3, -0.1], [-0.2, 0.4, 0.2], [-0.5, -0.2, -0.1], [-0.5, 0.2, -0.5], [0.2, 0.0, 0.4], [0.1, 0.0, 0.0], [0.1, -0.2, -0.1], [0.0, -0.2, 0.1], [0.1, 0.0, 0.1]]}



[2]
{"formula": "C6H4O2", "method": "wB97M-V/def2-TZVPD", "de_lowest_kcal_mol": 70.28, "e_homo_ev": -9.78, "smiles": "C#CC(=O)C(=C)C=O", "homo_lumo_gap_ev": 8.72, "lumo_ev": -1.061, "charge": 0, "symbols": ["C", "C", "C", "C", "C", "C", "H", "H", "H", "H", "O", "O"], "positions_angstrom": [[0.750508, -2.180339, 0.243360], [0.179471, -1.000920, 0.308565], [-0.325800, -0.521668, 1.506736], [0.227138, -0.022273, -0.856132], [-0.398253, 1.290247, -0.696305], [-0.936773, 2.397857, -0.753595], [0.955498, -2.722611, 1.172872], [1.209844, -2.618874, -0.732261], [-0.492892, -1.286015, 2.342936], [-1.197635, 3.420429, -0.761230], [-0.472877, 0.720341, 1.820501], [0.791308, -0.291636, -1.887763]], "forces_ev_per_a": [[1.9, -2.0, -1.5], [0.4, 1.0, -3.0], [-1.2, 4.8, 5.8], [-0.2, 0.0, -0.1], [-1.6, 2.7, -0.5], [2.1, -3.2, 0.1], [-0.5, -0.2, -0.4], [-0.9, 1.1, 1.9], [0.0, 0.7, -1.0], [-0.4, 0.3, 0.0], [0.4, -5.1, -1.3], [0.0, -0.2, 0.0]]}



[3]
{"formula": "C6H4O2S", "method": "wB97M-V/def2-TZVPD", "de_lowest_kcal_mol": 68.70, "e_homo_ev": -9.22, "homo_lumo_gap_ev": 8.38, "lumo_ev": -0.840, "charge": 0, "symbols": ["C", "C", "C", "C", "C", "C", "O", "O", "S", "H", "H", "H", "H"], "positions_angstrom": [[1.310998, -0.626775, 0.001891], [0.790147, 0.609568, -0.245308], [0.298340, -1.553362, 0.303170], [-1.835158, 0.006834, 0.118706], [-0.566231, 0.705757, 0.001598], [-0.919548, -0.893842, 0.369706], [0.255445, 3.112184, 1.770585], [-1.222053, 1.472005, 2.617236], [-0.929591, 2.357123, 1.524992], [2.309608, -0.952812, -0.227702], [1.474472, 1.324788, -0.503652], [0.481828, -2.503193, 0.615556], [-2.756658, 0.340885, 0.266698]], "forces_ev_per_a": [[-0.9, -2.6, -0.4], [-1.4, -0.5, 0.7], [-0.2, 2.7, 0.2], [6.1, -0.1, -0.2], [-1.5, -1.7, -1.2], [0.6, -0.1, -0.5], [1.0, 0.7, -0.7], [-0.6, -0.8, 0.1], [-0.7, 1.2, 1.3], [0.5, 0.2, 0.3], [0.9, 2.5, -0.5], [0.2, -2.7, 0.4], [-3.9, 1.2, 0.5]]}



[4]
{"formula": "C6H4S", "method": "wB97M-V/def2-TZVPD", "de_lowest_kcal_mol": 87.64, "e_homo_ev": -9.40, "smiles": "C#C[C@H]1S[C@@H]1C#C", "homo_lumo_gap_ev": 9.38, "lumo_ev": -0.019, "charge": 0, "symbols": ["C", "C", "C", "C", "C", "C", "H", "H", "H", "H", "S"], "positions_angstrom": [[2.191955, 1.371491, -1.643319], [1.515437, 0.541134, -0.804329], [0.379731, -0.350714, -0.486745], [-0.050824, -0.427674, 0.973473], [-1.391165, -0.233251, 1.214007], [-2.545317, -0.279269, 1.520846], [2.815645, 1.890613, -2.625365], [-0.477125, -0.164303, -1.109395], [0.764951, 0.080925, 1.612126], [-3.673619, -0.339600, 1.377369], [0.470332, -2.089352, -0.028668]], "forces_ev_per_a": [[-3.2, -4.8, 2.9], [4.7, 5.5, -7.3], [0.0, 1.1, 0.9], [4.3, -0.2, -1.6], [-0.9, -0.5, 1.1], [-3.5, 0.0, -1.0], [-2.0, -1.7, 3.9], [0.0, 0.1, -0.5], [-1.5, -1.5, -0.6], [2.3, 0.3, 0.8], [0.0, 1.7, 1.5]]}



[5]
{"formula": "C6H54NO25S2", "method": "wB97M-V/def2-TZVPD", "e_homo_ev": -6.24, "homo_lumo_gap_ev": 7.82, "lumo_ev": 1.580, "charge": -1, "symbols": ["C", "C", "C", "C", "S", "O", "O", "N", "S", "O", "O", "O", "C", "C", "H", "H", "H", "H", "H", "H", "H", "H", "H", "H", "H", "H", "H", "H", "O", "H", "H", "O", "H", "H", "O", "H", "H", "O", "H", "H", "O", "H", "H", "O", "H", "H", "O", "H", "H", "O", "H", "H", "O", "H", "H", "O", "H", "H", "O", "H", "H", "O", "H", "H", "O", "H", "H", "O", "H", "H", "O", "H", "H", "O", "H", "H", "O", "H", "H", "O", "H", "H", "O", "H", "H", "O", "H", "H"], "positions_angstrom": [[2.385082, -2.219371, -0.576119], [3.099521, -0.767267, -0.876448], [2.744541, 0.404187, 0.225575], [1.151699, 0.794095, 0.318540], [0.298089, 1.039436, -1.330204], [1.344213, 1.774281, -2.255555], [0.048210, -0.347670, -2.039727], [-1.112150, 2.068264, -1.291646], [-2.401329, 1.337515, -0.303161], [-1.937493, 1.128819, 1.157783], [-3.519945, 2.449972, -0.241792], [-3.130363, -0.016316, -1.036217], [-3.290818, -1.145660, -0.108771], [-1.945838, -2.089676, -0.201537], [3.053872, -2.913173, 0.108199], [1.323532, -2.150996, -0.086712], [2.233986, -2.738335, -1.631589], [2.917914, -0.346878, -1.953780], [4.272965, -0.953888, -0.787351], [3.055487, -0.047021, 1.286020], [3.374205, 1.385315, 0.095786], [1.043107, 1.819426, 0.917373], [0.529110, -0.034168, 0.910884], [-3.616558, -0.858664, 0.977693], [-4.181024, -1.808890, -0.548236], [-2.071503, -3.168550, 0.234847], [-1.726205, -2.226690, -1.366728], [-0.999502, -1.509435, 0.226192], [-3.477353, 5.138933, 1.085723], [-3.447506, 4.347059, 0.527978], [-2.618211, 5.561922, 0.937569], [6.462881, -0.638325, -1.181274], [6.264293, -0.070193, -1.940763], [7.429755, -0.617761, -1.120241], [7.577918, -0.555459, 1.943085], [7.173235, -0.482362, 1.065632], [7.205776, -1.373752, 2.304887], [7.483606, 1.769825, -0.167815], [6.901654, 2.517236, 0.036498], [7.571669, 1.304069, 0.677354], [-3.162358, -1.863395, -3.646453], [-3.118385, -1.125602, -4.273161], [-3.262328, -1.432374, -2.784350], [-3.143858, 4.993724, 3.922783], [-3.290087, 4.824470, 2.979912], [-4.009126, 5.288343, 4.244504], [-5.736101, -1.263315, -2.147529], [-5.824228, -0.341545, -1.861856], [-5.182741, -1.210343, -2.941242], [-8.378407, -1.676941, -0.912490], [-7.534456, -1.609567, -1.383916], [-8.459823, -2.621575, -0.712407], [10.282450, -0.688040, 0.820639], [9.484166, -0.329326, 1.236695], [10.953915, -0.007116, 0.977069], [0.958843, 3.779811, 1.042094], [1.002815, 4.517604, 0.415385], [0.858873, 4.210831, 1.904197], [-3.947449, -4.284324, -2.349468], [-4.186364, -3.732988, -3.109721], [-3.445657, -5.015822, -2.739480], [3.953597, 4.102359, 2.512009], [3.229536, 3.996308, 1.876773], [3.737398, 4.923937, 2.978123], [5.508891, -1.906078, -3.482126], [6.084843, -2.413371, -2.890544], [5.626796, -2.331385, -4.344800], [5.004807, 0.939917, 1.988130], [4.422855, 1.687327, 2.192443], [5.092869, 0.474161, 2.833300], [-10.893386, -1.170843, -2.299295], [-11.405515, -1.354114, -1.497316], [-9.980568, -1.097924, -1.982373], [6.606859, 2.025913, 4.318251], [6.367944, 2.577249, 3.557998], [7.108651, 1.294415, 3.928239], [1.913151, 6.498623, 2.873470], [1.957123, 7.236416, 2.246761], [1.813181, 6.929643, 3.735573], [-2.033286, -6.607329, -1.389329], [-2.841517, -6.949571, -0.978635], [-2.041742, -5.663227, -1.171169], [-12.660593, 0.625694, -0.344511], [-12.748720, 1.547464, -0.058838], [-12.107232, 0.678666, -1.138223], [-3.482283, -7.368754, 0.914677], [-3.994412, -7.552025, 1.716656], [-2.569465, -7.295835, 1.231599]], "forces_ev_per_a": [[-0.2, 0.0, -0.8], [1.2, 0.3, 0.5], [-0.4, -0.9, 0.3], [-0.1, 0.0, 2.0], [2.3, -1.3, -6.1], [-3.3, -1.2, 3.6], [0.0, 3.9, 3.3], [-0.5, -3.5, 1.8], [-0.4, 5.6, 3.3], [-1.1, -1.0, -4.6], [3.2, -3.8, -1.2], [0.8, 0.8, 2.1], [-0.4, -3.0, 0.3], [0.4, 0.7, -1.1], [-1.3, 1.5, -1.4], [2.0, 0.1, -1.0], [0.3, 0.9, 2.3], [0.0, -1.0, 2.1], [-2.6, 0.5, -0.2], [-1.0, 1.1, -2.3], [-1.3, -2.0, -0.1], [0.0, -2.5, -1.6], [1.3, 1.8, -1.5], [1.0, -0.1, -2.2], [1.9, 1.7, 0.8], [0.1, 2.2, -0.5], [-0.4, 0.3, 2.6], [-2.1, -1.5, -0.8], [0.4, 0.3, 0.0], [0.0, -0.5, -0.1], [-0.3, -0.2, 0.0], [0.7, -0.4, 0.0], [-0.1, -0.1, 0.3], [-0.2, 0.2, -0.2], [0.0, -0.2, 0.0], [-0.5, -0.1, 0.0], [0.2, 0.3, -0.1], [0.2, 0.4, 0.4], [0.1, -0.3, -0.1], [-0.2, 0.4, -0.2], [-0.6, 0.4, -0.3], [0.3, -0.2, 0.2], [0.5, 0.0, 0.0], [-0.3, 0.2, 0.4], [0.0, 0.0, -0.3], [0.4, -0.1, -0.2], [-0.3, 0.5, -0.2], [0.2, -0.1, 0.0], [-0.2, -0.2, 0.1], [0.0, -0.3, 0.0], [0.1, -0.1, -0.1], [0.0, 0.4, -0.1], [0.2, 0.5, 0.1], [0.0, -0.3, 0.1], [-0.2, -0.3, -0.1], [0.4, 0.9, 0.3], [-0.1, -0.4, 0.0], [-0.1, -0.1, -0.1], [-0.1, -0.4, -0.3], [0.3, 0.1, 0.3], [-0.1, 0.2, 0.1], [0.0, 0.1, 0.0], [0.0, 0.0, 0.1], [-0.1, -0.3, -0.2], [0.3, -0.5, -0.4], [-0.3, 0.3, 0.0], [-0.2, 0.2, 0.3], [0.3, 0.1, 0.5], [0.1, -0.1, 0.0], [0.0, 0.3, -0.2], [-0.4, 0.2, 0.3], [0.2, 0.0, -0.3], [0.1, -0.2, 0.1], [0.2, -0.1, -0.2], [-0.1, -0.2, 0.2], [-0.1, 0.2, 0.0], [0.1, 0.4, 0.1], [0.0, -0.3, 0.1], [-0.1, -0.2, -0.2], [-0.2, 0.2, 0.0], [0.1, 0.1, 0.0], [0.0, -0.2, 0.0], [0.1, 0.5, -0.1], [0.0, -0.4, 0.0], [-0.1, -0.1, 0.1], [0.1, -0.1, 0.7], [0.1, 0.1, -0.4], [-0.2, 0.0, -0.2]]}